1.
Computed, not measured: a structure of composition C19H24NO3Rh in a non-equilibrium geometry, with the ωB97M-V functional and the def2-TZVPD basis.

Geometry as XYZ:
```
48
Properties=species:S:1:pos:R:3
Rh 0.8978 0.6830 0.2856
C 0.9908 -2.4855 2.2559
C -0.4352 -2.4684 2.2417
C -0.8695 -2.7466 0.9047
H -1.0836 -2.2995 3.1029
C 0.2928 -2.9441 0.0995
C 1.4452 -2.7659 0.9363
H 2.4822 -2.8733 0.6242
H 1.6190 -2.3236 3.1256
H -1.9038 -2.8034 0.5729
H 0.3099 -3.2263 -0.9510
C 2.3399 1.6579 1.3004
C 2.7229 0.2874 1.0687
C 2.6865 0.0450 -0.3502
H 2.9830 -0.4329 1.8406
C 2.2899 1.2626 -0.9988
C 2.1055 2.2700 0.0252
H 1.8061 3.3113 -0.1510
H 2.2880 2.1622 2.2669
H 2.9333 -0.8866 -0.8557
H 2.2006 1.4238 -2.0712
O -0.4815 0.1305 -1.6921
C -0.5054 -0.2168 -3.0777
C -2.0455 -0.0766 -3.1653
C -0.0178 -1.6077 -3.4123
C 0.1888 0.8425 -3.9060
C -1.9175 0.4991 -1.7575
H -2.6029 -1.0145 -3.2098
H -2.3507 0.6369 -3.9220
H -2.0274 1.5926 -1.7024
H -2.4670 -0.0527 -0.9805
H -0.5289 -1.9300 -4.3293
H -0.2437 -2.3194 -2.6140
H 1.0607 -1.5708 -3.6113
H -0.2676 0.8485 -4.9019
H 1.2552 0.6043 -3.9962
H 0.0730 1.8278 -3.4458
O -1.9429 2.2743 0.6576
C -1.5728 1.8397 1.7459
C -2.2360 2.0559 3.1080
C -1.3039 1.4080 4.1076
C -0.2145 0.7418 3.2717
O 0.6894 0.0380 3.7079
N -0.4479 1.0593 1.9411
H -2.3430 3.1290 3.2972
H -3.2304 1.5958 3.1205
H -0.8289 2.1579 4.7524
H -1.7921 0.6598 4.7408
```

As for the expectation value of S²: 6.027. The total charge is -2. The spin multiplicity is 5. The value obtained for the total energy is -30725.866 eV.

natural (NBO) atomic charge list, values in e, 8 entries: number 1, Rh, carries 0.5916; number 2, C, carries -0.1395; number 3, C, carries -0.1772; number 4, C, carries -0.3651; number 5, H, carries 0.2009; number 6, C, carries -0.0596; number 7, C, carries -0.3609; number 8, H, carries 0.2100

=====

2.
Computed, not measured: a structure of composition C4H11N2O2, with the ωB97M-V functional and the def2-TZVPD basis.

Geometry as XYZ:
```
19
Properties=species:S:1:pos:R:3
N 0.1005 -0.5193 2.0935
C 0.3064 -1.7217 1.5332
N 0.2838 -2.8262 2.4508
O 0.5510 -1.9849 0.3582
H -0.1790 0.4546 1.3356
H -0.4586 -0.6148 2.9309
H 0.8269 -2.5743 3.2653
H 0.7467 -3.6094 2.0159
C 0.4911 1.5766 -0.4138
O -0.5050 1.4178 0.5454
C -0.1304 1.7407 -1.8053
C -0.8735 0.4921 -2.2631
H 1.1125 0.6632 -0.4184
H 1.1771 2.4256 -0.2181
H 0.6216 1.9814 -2.5751
H -0.8086 2.6017 -1.7837
H -1.4034 0.6305 -3.2126
H -1.6424 0.2395 -1.5285
H -0.2167 -0.3732 -2.3099
```

The relative energy (zero: lowest compared OMol25 entry of this formula, charge and spin) is 25.5 kcal per mole. The total charge is -1. The value obtained for the total energy is -11402.944 eV.

natural (NBO) atomic charge list, values in e, 8 entries: number 1, N, carries -0.9183; number 2, C, carries 0.7599; number 3, N, carries -0.8911; number 4, O, carries -0.7137; number 5, H, carries 0.4695; number 6, H, carries 0.3442; number 7, H, carries 0.3502; number 8, H, carries 0.3623

=====

3.
Computed, not measured: a cluster of 12 separate species, C56H107F6N17O8S in total in a non-equilibrium geometry, with the ωB97M-V functional and the def2-TZVPD basis.

Geometry as XYZ:
```
195
Properties=species:S:1:pos:R:3
C 8.6088 10.3778 -12.1800
O 7.6722 10.9094 -13.1116
O 8.0293 10.6468 -10.8784
C 8.7742 8.8408 -12.5912
F 9.0635 8.0350 -11.5435
F 7.6983 8.3280 -13.1232
F 9.7601 8.7597 -13.5144
C 8.1186 11.2402 -14.4053
C 7.1671 12.2994 -14.9348
H 6.2328 11.7978 -15.1871
H 7.1663 13.1337 -14.2333
H 7.3719 12.7848 -15.8891
H 8.1518 10.4291 -15.1328
H 9.0725 11.7653 -14.3565
H 9.5684 10.8948 -12.1901
C 7.5902 14.1027 -11.0709
C 6.0355 13.9228 -11.3390
O 5.2957 14.8490 -11.5769
N 5.6090 12.4920 -10.9531
H 6.4489 11.9568 -10.7850
H 5.0688 12.5253 -10.1004
C 4.7081 11.9017 -12.0467
H 7.8408 13.6055 -10.1338
H 7.5412 15.1905 -11.0222
H 8.1873 13.7278 -11.9021
H 4.2844 10.9569 -11.7061
H 5.1724 11.8274 -13.0301
H 3.9237 12.6585 -12.0397
C 8.2248 7.4242 -15.9458
C 9.4489 6.6445 -16.4002
O 10.5208 7.0041 -16.0188
N 9.3346 5.3777 -17.2726
H 10.0887 4.7896 -16.9477
H 8.4662 4.9214 -17.0319
C 9.2416 5.5910 -18.7737
H 7.7115 6.9079 -15.1346
H 7.5489 7.4020 -16.8007
H 8.5252 8.4553 -15.7595
H 9.6656 4.7424 -19.3105
H 9.7980 6.4634 -19.1162
H 8.1907 5.8252 -18.9440
C 6.0258 12.8407 -18.3109
C 5.2812 13.1750 -19.5737
O 4.4154 14.0739 -19.6090
N 5.6281 12.3658 -20.7987
H 5.8908 12.9117 -21.6069
H 6.4139 11.7761 -20.5645
C 4.3806 11.5249 -21.2146
H 5.6148 12.1094 -17.6150
H 5.9406 13.7071 -17.6550
H 7.1068 12.7473 -18.4158
H 4.0530 10.9787 -20.3300
H 4.8160 10.7515 -21.8472
H 3.6568 12.1352 -21.7547
C 9.5087 12.5089 -5.8350
C 8.7544 12.5207 -7.1706
N 9.6824 13.2017 -8.1257
C 10.0746 14.5177 -7.9504
C 10.9619 14.8101 -8.9804
N 11.2112 13.6229 -9.6566
C 10.3713 12.6804 -9.2004
C 12.1372 13.4812 -10.7923
H 9.7888 13.5058 -5.4945
H 10.3232 11.7848 -5.8155
H 8.8759 12.0880 -5.0536
H 7.8681 13.1368 -7.0190
H 8.3862 11.6528 -7.7176
H 9.6935 15.1000 -7.1245
H 11.5902 15.6604 -9.2011
H 10.3708 11.6802 -9.6078
H 13.1051 13.1604 -10.4071
H 12.1074 14.4427 -11.3048
H 11.8132 12.6789 -11.4551
C 4.0492 8.5716 -15.0159
C 4.2513 9.0119 -16.5112
N 3.1117 8.9771 -17.5012
C 3.3229 8.9030 -18.8860
C 2.0590 9.0932 -19.5160
N 1.1321 9.2303 -18.5233
C 1.7784 9.1828 -17.3172
C -0.3628 9.5442 -18.6533
H 3.1936 8.9760 -14.4751
H 4.8922 8.7642 -14.3522
H 3.8234 7.5055 -14.9917
H 5.0372 8.3607 -16.8938
H 4.6711 10.0061 -16.6645
H 4.2905 8.8560 -19.3635
H 1.8132 9.2782 -20.5513
H 1.2372 9.2248 -16.3834
H -0.9019 8.7198 -19.1202
H -0.5285 10.4534 -19.2313
H -0.6391 9.7991 -17.6302
C 14.5382 9.0587 -21.6533
C 13.7062 8.2524 -20.6697
N 12.5081 8.9764 -20.2632
C 11.3655 9.3288 -20.9786
C 10.4619 10.0308 -20.1742
N 11.0066 10.1330 -18.9234
C 12.3052 9.5414 -18.9795
C 10.4345 10.7347 -17.7419
H 13.9850 9.4590 -22.5029
H 15.4548 8.5257 -21.9059
H 14.9894 9.9028 -21.1317
H 14.2071 7.9284 -19.7574
H 13.3491 7.3518 -21.1691
H 11.2545 8.8802 -21.9547
H 9.5042 10.4963 -20.3544
H 13.0171 9.5029 -18.1682
H 10.5792 11.8131 -17.8073
H 10.7631 10.2323 -16.8322
H 9.3501 10.6260 -17.7232
C 10.6805 5.5925 -10.8672
C 11.5534 4.5853 -10.0349
N 11.1504 3.1546 -10.1911
C 10.7246 2.5037 -11.3442
C 10.3089 1.2891 -10.9720
N 10.4778 1.1758 -9.6028
C 10.9521 2.3338 -9.0954
C 10.1967 0.0005 -8.8546
H 11.0786 6.6068 -10.8392
H 9.6982 5.6659 -10.4004
H 10.5009 5.2964 -11.9007
H 11.4549 4.8282 -8.9769
H 12.5843 4.6327 -10.3859
H 10.6703 2.9636 -12.3199
H 9.7269 0.5268 -11.4684
H 11.1830 2.6657 -8.0940
H 9.1829 -0.3725 -9.0002
H 10.2765 0.2012 -7.7862
H 10.8950 -0.7954 -9.1136
C 12.7038 8.1345 -13.7786
C 14.2588 8.3007 -13.6524
N 15.1144 7.1324 -13.9153
C 16.0024 7.0644 -14.9349
C 16.7319 5.9116 -14.8216
N 16.0723 5.1564 -13.8600
C 15.1242 5.9104 -13.2949
C 16.3818 3.8229 -13.4575
H 12.1758 8.9360 -13.2621
H 12.3092 7.1903 -13.4033
H 12.3743 8.2543 -14.8106
H 14.4850 8.7138 -12.6694
H 14.5727 9.1174 -14.3023
H 16.1545 7.8763 -15.6306
H 17.5678 5.5844 -15.4221
H 14.4784 5.6611 -12.4659
H 15.9898 3.5003 -12.4930
H 17.4570 3.6445 -13.4770
H 15.9748 3.2350 -14.2802
C 10.7333 7.7858 -7.1797
C 9.4739 8.4557 -7.8094
N 8.3534 7.6170 -8.0512
C 8.1545 6.3524 -7.5480
C 6.9564 5.8414 -8.0904
N 6.4253 6.8455 -8.8992
C 7.2582 7.9851 -8.7801
C 5.2875 6.7399 -9.7090
H 10.5181 7.3918 -6.1865
H 11.4509 8.6059 -7.1537
H 11.1812 6.9975 -7.7848
H 9.6467 9.0030 -8.7361
H 9.1272 9.1502 -7.0442
H 8.8199 5.9164 -6.8175
H 6.4218 4.9045 -8.0361
H 7.1910 8.8349 -9.4433
H 4.9945 7.7669 -9.9272
H 4.5525 6.1505 -9.1608
H 5.5815 6.1275 -10.5614
C 9.5212 15.7794 -15.6161
C 8.7660 17.0670 -15.9842
N 7.3593 16.7992 -15.7395
C 6.7182 16.5028 -14.5719
C 5.3760 16.1682 -14.9064
N 5.2519 16.3089 -16.2290
C 6.4058 16.7990 -16.7730
C 3.9499 16.1308 -16.9185
H 9.2419 15.0158 -16.3421
H 9.3943 15.4105 -14.5984
H 10.5826 15.9843 -15.7558
H 8.8875 17.4834 -16.9841
H 9.0781 17.8763 -15.3240
H 7.1622 16.5542 -13.5887
H 4.6076 15.8399 -14.2221
H 6.5115 17.0636 -17.8148
H 3.8327 16.8074 -17.7650
H 3.1996 16.3522 -16.1596
H 4.0338 15.1317 -17.3462
C 12.0052 12.6958 -14.9502
F 11.0509 13.0900 -15.7586
F 12.3174 13.7115 -14.1204
F 11.6334 11.7267 -14.1506
S 13.4221 11.9098 -15.9469
O 14.6196 12.3259 -15.2291
O 13.1765 10.4838 -15.9590
O 13.3415 12.4713 -17.2952
```

As for the expectation value of S²: 0.754. The relative energy (zero: lowest compared OMol25 entry of this formula, charge and spin) is 0.0 kcal per mole. The total charge is +7. The spin multiplicity is 2. The value obtained for the total energy is -128579.077 eV.

Löwdin atomic charge list, values in e, 8 entries: number 1, C, carries -0.3550; number 2, O, carries -0.1208; number 3, O, carries -0.2854; number 4, C, carries -0.5540; number 5, F, carries 0.1122; number 6, F, carries 0.1550; number 7, F, carries 0.1149; number 8, C, carries -0.2566

=====

4.
Computed, not measured: a structure of composition C2H9NS2 in a non-equilibrium geometry, with the ωB97M-V functional and the def2-TZVPD basis.

Geometry as XYZ:
```
14
Properties=species:S:1:pos:R:3
S 0.2584 -3.2458 1.9247
H -0.4297 -2.2205 2.7463
H 0.7149 -3.5060 3.1938
C -0.5925 1.3638 -0.8352
C 0.4071 0.2766 -0.3060
S 0.1044 -0.0379 1.4296
N -0.3254 1.5725 -2.2825
H -1.6097 0.9868 -0.7012
H -0.4180 2.2768 -0.1943
H 0.2187 -0.6749 -0.8775
H 1.4459 0.6370 -0.5222
H 0.4603 -1.5975 1.5176
H -0.8926 2.3348 -2.6789
H 0.6582 1.8344 -2.4141
```

The relative energy (zero: lowest compared OMol25 entry of this formula, charge and spin) is 53.4 kcal per mole. The total charge is 0. The value obtained for the total energy is -25378.396 eV.

natural (NBO) atomic charge list, values in e, 8 entries: number 1, S, carries -0.2000; number 2, H, carries 0.2126; number 3, H, carries 0.1698; number 4, C, carries -0.2182; number 5, C, carries -0.5383; number 6, S, carries -0.2014; number 7, N, carries -0.8442; number 8, H, carries 0.1968